1.
The following is a quantum chemistry calculation of 4 unconnected molecules or ions with the total composition C4H13NO3 in a non-equilibrium geometry, from OMol25.

The geometry in XYZ format:
```
21
Properties=species:S:1:pos:R:3:forces:R:3
C 0.414392 1.192277 0.288497 -1.1 4.1 0.6
N 1.001791 -0.006200 0.055008 -1.7 -3.0 0.3
C 0.020856 -1.049869 -0.200811 3.5 -0.9 0.8
C -0.505503 -0.998159 -1.630440 -1.7 0.3 0.5
C 3.821915 1.625992 0.827160 -0.5 -0.3 -0.2
O 0.967222 2.308396 0.334516 -0.4 -2.5 -0.6
H -0.674490 1.184560 0.518786 0.3 -0.4 0.0
H 0.439526 -2.082431 0.022238 -0.1 1.4 -0.5
H -0.834031 -0.941083 0.526093 -0.6 0.2 -0.2
H -1.028210 -0.084182 -1.769071 -0.6 0.9 -0.2
H -1.209512 -1.799295 -1.762741 0.0 -0.3 0.1
H 0.270247 -1.030170 -2.321513 1.6 -0.3 -1.0
H 2.960782 1.153063 0.325449 0.7 0.2 0.4
H 4.249108 2.332477 0.133327 0.3 0.2 -0.2
H 3.466462 2.185859 1.692271 0.1 -0.2 0.0
H 4.561833 0.874339 1.106408 -0.1 0.1 0.0
H -3.687267 0.177346 0.496851 1.2 -0.2 -0.5
O -2.810298 -0.068298 0.115655 -1.2 0.8 0.6
H -2.776470 -1.069296 0.168161 0.0 -0.1 -0.1
H -2.732900 -3.245989 0.376220 -0.8 -1.5 1.0
O -2.222870 -2.519256 0.099333 1.2 1.6 -0.9
```
Positions in Å, forces in eV/Å.

Output
**Maximum force**: 4.24 eV/A
**Relative energy (zero: lowest compared OMol25 entry of this formula, charge and spin)**: 8.4425 eV
**Net charge**: 0
**Calculated total energy**: -11984.029 eV


2.
The following is a quantum chemistry calculation of 2 unconnected molecules or ions with the total composition C4H13NO3 in a non-equilibrium geometry, from OMol25.

The geometry in XYZ format:
```
21
Properties=species:S:1:pos:R:3:forces:R:3
C 2.150728 -0.358074 0.462360 -2.8 2.9 -0.3
C 0.851425 -0.657084 1.236974 1.5 -1.9 0.9
O 0.534522 0.495944 1.959460 -0.7 0.6 1.4
C -0.391525 -1.080378 0.355460 1.7 0.3 0.1
N -1.345102 -1.639219 1.300637 3.4 0.1 0.2
C -0.718345 0.209023 -0.464866 -0.9 -2.6 -1.7
O -1.729624 0.055377 -1.532097 -2.1 0.1 7.1
H 3.093810 -0.592131 0.794024 1.9 -0.8 1.8
H 2.061711 -0.861198 -0.434358 0.0 -0.8 -2.4
H 2.145217 0.769841 0.313442 0.1 -1.4 -0.3
H 1.099215 -1.541006 1.938175 -0.8 1.2 -0.9
H 0.870140 0.442885 2.866620 -0.1 0.0 -0.5
H 0.120086 -1.894085 -0.236939 -1.2 0.8 -0.1
H -2.274297 -1.761621 1.162654 -3.2 -0.3 -1.7
H -1.280462 -1.085406 2.109484 0.1 0.7 1.4
H 0.228569 0.587191 -0.797565 0.3 0.3 -0.7
H -1.219688 0.929261 0.066934 -0.5 1.5 2.2
H -1.372578 0.012208 -2.314561 3.3 -0.5 -6.6
O -0.568966 2.646556 -3.061858 1.5 -0.4 0.7
H -1.341742 2.846597 -3.536477 -1.5 0.5 -1.3
H -0.913093 2.475319 -2.187505 0.0 -0.2 0.5
```
Positions in Å, forces in eV/Å.

Output
**Maximum force**: 7.43 eV/A
**Relative energy (zero: lowest compared OMol25 entry of this formula, charge and spin)**: 3.0678 eV
**Net charge**: 0
**Calculated total energy**: -11989.403 eV
**SMILES**: C[C@@H](O)[C@@H](N)CO.O


3.
The following is a quantum chemistry calculation of 2 unconnected molecules or ions with the total composition C4H13NOP in a non-equilibrium geometry, from OMol25.

The geometry in XYZ format:
```
20
Properties=species:S:1:pos:R:3:forces:R:3
C -2.851562 0.327281 -1.013615 -3.9 4.0 3.0
C 2.751591 -0.324108 1.559841 -0.1 -2.3 -1.1
C 1.048857 1.258814 0.293551 -1.8 1.1 3.8
C -1.938563 -0.675211 -0.842973 2.1 -2.5 -0.6
N -1.018151 -0.861446 -1.718409 0.3 -0.7 1.2
O 0.923729 -1.498115 -0.062937 -0.9 -3.1 -3.0
P 1.026573 -0.461423 0.917852 1.7 4.0 4.1
H -2.550677 1.240707 -0.349804 -0.4 -1.6 -0.5
H -3.860169 0.035758 -0.624837 0.8 0.3 -0.1
H -3.018069 0.841409 -1.905135 0.3 0.1 -2.1
H 3.287726 0.133171 0.658518 -0.4 -0.6 1.5
H 2.868495 0.247649 2.482640 0.1 -0.1 -0.2
H 3.070178 -1.431442 1.661575 -0.1 1.9 0.1
H 1.630779 1.827446 1.140110 -1.2 -0.9 -1.7
H 1.713490 1.136106 -0.500216 0.7 0.5 -1.9
H 0.051546 1.791106 0.184917 1.4 -0.7 -0.5
H -2.034687 -1.340205 0.031002 0.5 0.2 -0.5
H 0.055682 -0.562297 2.027496 0.9 0.2 -0.9
H -0.224808 -1.473010 -1.463026 0.1 0.1 0.0
H -0.931959 -0.212191 -2.476551 0.0 0.1 -0.6
```
Positions in Å, forces in eV/Å.

Output
**Maximum force**: 6.39 eV/A
**Relative energy (zero: lowest compared OMol25 entry of this formula, charge and spin)**: 1.1601 eV
**Net charge**: +1
**Calculated total energy**: -17178.171 eV


Calculated HOMO-LUMO gap, 4.044, 9.939, 9.593 eV (same order as the records).